# C5H4O2

2 unconnected molecules or ions with the total composition C5H4O2 at a distorted geometry (wB97M-V/def2-TZVPD, the Open Molecules 2025 dataset).

Values from the calculation:
- charge = 0
- ΔE to the lowest compared entry with this formula, charge and spin (eV) = 1.7632
- HOMO energy (Ha) = -0.31514

Last column: natural (NBO) charge in e.
Positions of all 11 atoms, in Å:
O -0.68464 2.99614 -0.26231  -0.49
C -0.17661 2.00438 -0.47034  0.52
C -1.45886 -0.63500 -0.14087  -0.41
C -0.23603 -1.16359 -0.23157  -0.18
C 1.05252 -0.70935 0.30766  -0.59
C 1.59376 0.47904 0.51727  0.74
O 2.23113 1.42731 0.76575  -0.47
H -1.69190 0.26005 0.42703  0.19
H -2.29276 -1.10833 -0.65268  0.21
H -0.14219 -2.10255 -0.77503  0.21
H 1.80455 -1.46841 0.51088  0.27

Forces on the atoms, in the same order (eV/Å):
O 0.450 -0.954 -0.220
C -0.722 1.444 -0.085
C 0.158 -0.064 0.040
C -0.165 0.019 -0.040
C 0.060 0.086 0.041
C 0.571 0.353 0.269
O -0.555 -0.856 -0.116
H 0.096 -0.149 -0.031
H 0.164 0.018 0.128
H -0.016 0.132 0.032
H -0.040 -0.030 -0.018

***

# C21H31N6O10

6 unconnected molecules or ions with the total composition C21H31N6O10 at a distorted geometry (wB97M-V/def2-TZVPD, the Open Molecules 2025 dataset).

Values from the calculation:
- charge = -1
- ΔE to the lowest compared entry with this formula, charge and spin (eV) = 5.3537
- HOMO energy (Ha) = -0.21219

Last column: natural (NBO) charge in e.
Positions of all 68 atoms, in Å:
N -0.49351 -0.33231 2.17425  0.73
O -1.69751 -0.62031 2.53825  -0.61
O 0.10349 -0.86531 1.32025  -0.52
O 0.04449 0.62069 2.72525  -0.57
C -2.71551 1.17069 -1.05975  -0.12
C -1.12951 1.21969 -1.01475  -0.16
C -0.46451 2.27669 -1.79975  -0.20
C -1.16551 3.38969 -2.53575  0.05
C -2.70551 3.28669 -2.83775  -0.08
C -3.35651 2.14869 -1.92275  -0.23
N -0.42151 4.30569 -3.32175  0.45
O 0.80649 4.57469 -3.10775  -0.38
O -1.02051 5.03769 -4.23175  -0.41
H -3.03651 0.46869 -0.45775  0.21
H -0.70951 0.75669 -0.21075  0.23
H 0.53649 2.09869 -1.62175  0.22
H -3.34751 3.86169 -3.33375  0.21
H -4.42551 2.28269 -1.84275  0.21
C 2.54749 -0.01131 -2.13975  -0.20
C 3.28649 -0.45531 -3.36375  -0.22
C 4.30149 -1.52831 -3.21575  -0.17
C 4.89949 -1.96531 -1.65875  0.01
C 3.87349 -1.67631 -0.45275  -0.13
C 2.79749 -0.46631 -0.85075  -0.19
N 5.90549 -3.07831 -1.47375  0.48
O 6.63649 -3.35831 -2.48675  -0.42
O 6.13849 -3.33731 -0.32375  -0.32
H 1.64549 0.81969 -2.34675  0.24
H 2.89749 -0.30631 -4.26275  0.20
H 4.99649 -1.81431 -4.01575  0.23
H 4.20949 -2.13131 0.46225  0.25
H 2.23549 -0.32631 -0.03875  0.23
C 2.93549 -5.30931 -1.34075  0.52
O 3.57149 -5.67031 -0.34775  -0.66
N 1.86049 -4.65131 -1.34675  -0.40
C 1.18449 -4.17631 -2.60375  -0.42
C 1.15649 -4.36031 -0.08675  -0.42
H 3.20249 -5.36331 -2.37675  0.09
H 0.17449 -3.72731 -2.39075  0.22
H 0.94149 -4.74231 -3.34375  0.19
H 1.69749 -3.27531 -3.06975  0.21
H 0.20949 -4.97931 0.11025  0.21
H 1.14449 -3.21131 -0.14675  0.23
H 1.72649 -4.46531 0.69525  0.22
C -0.05251 4.15169 1.22625  0.50
O -0.96351 4.76569 0.60725  -0.65
N 1.29949 4.26569 1.01425  -0.44
C 2.18649 3.39569 1.67825  -0.41
C 1.77649 5.34769 0.17225  -0.45
H -0.30351 3.24669 1.75825  0.15
H 1.69649 2.75469 2.39325  0.25
H 3.09649 4.03069 2.06925  0.18
H 2.53149 2.62869 1.07425  0.19
H 1.27949 6.28269 0.66625  0.22
H 1.25949 5.05269 -0.88675  0.25
H 2.90949 5.42169 0.20725  0.21
C -7.06251 -0.79431 3.79025  0.53
O -7.35251 -0.19131 2.73525  -0.63
N -5.84951 -1.21731 4.18725  -0.46
C -5.59551 -2.08931 5.27125  -0.40
C -4.67851 -0.52931 3.59325  -0.51
H -7.89051 -1.09631 4.51925  0.09
H -5.59351 -3.02831 4.78925  0.20
H -6.41051 -2.02531 6.05525  0.20
H -4.41251 -2.02331 5.75025  0.22
H -4.69251 -0.27531 2.43225  0.25
H -3.46351 -0.74531 3.88825  0.30
H -4.69151 0.55669 3.96425  0.20

Forces on the atoms, in the same order (eV/Å):
N -3.475 2.589 3.659
O 1.191 -0.568 -0.953
O 1.722 -3.736 -4.342
O 0.685 1.867 1.446
C 6.680 6.337 -5.221
C -5.880 5.143 -4.307
C -4.742 -0.735 1.311
C -3.724 -3.928 -0.770
C 6.293 -6.716 7.645
C 2.156 1.379 -0.487
N 1.885 5.073 -2.880
O -3.092 -1.865 0.129
O 1.127 -3.098 3.095
H -2.732 -3.159 2.838
H 1.763 -1.817 1.518
H 2.313 1.279 -0.308
H -1.894 2.636 -2.082
H -0.227 -0.439 -0.276
C -0.556 0.921 -1.282
C 3.056 -4.489 7.155
C 0.563 2.268 3.990
C -7.089 1.116 -0.368
C 2.384 2.891 -7.819
C 4.598 -4.579 -2.263
N 1.630 2.609 -2.378
O -2.216 0.036 2.575
O 0.107 -1.025 -0.178
H 2.709 -2.578 0.771
H -1.297 1.139 -3.840
H -0.693 -0.106 0.194
H -0.697 0.241 0.613
H -2.514 1.305 2.837
C 3.713 -1.406 0.600
O -0.252 -0.221 -0.859
N -6.157 1.867 -0.114
C 0.773 6.050 4.608
C -3.093 2.548 -4.043
H 1.521 -0.950 -1.030
H 1.002 -0.455 0.666
H -0.604 -4.823 -4.201
H -0.021 -1.043 0.766
H 1.093 1.411 -0.777
H -1.515 -1.509 0.421
H 3.561 -1.314 3.996
C -1.048 0.250 -2.917
O 2.400 -0.504 1.542
N -2.008 0.652 0.500
C 1.848 1.434 1.719
C -1.784 0.307 -0.831
H -0.072 -0.266 0.975
H -0.372 0.516 1.024
H -1.676 -1.532 -0.264
H 1.331 -1.201 -1.943
H 1.070 -1.190 -1.570
H 1.792 1.577 2.116
H -1.568 -0.205 -0.336
C -1.696 0.122 -1.025
O 0.892 -0.878 2.220
N 1.828 2.395 -1.506
C 2.030 -0.285 2.367
C 3.254 3.258 -1.208
H 0.800 0.154 -0.650
H -0.043 -1.769 0.326
H 1.130 -0.114 -0.709
H -3.719 0.416 -1.272
H -0.304 -1.486 2.408
H -3.852 -0.548 -0.814
H -0.286 -1.250 -0.206

***

# C3H10OS2

2 unconnected molecules or ions with the total composition C3H10OS2 (wB97M-V/def2-TZVPD, the Open Molecules 2025 dataset).

Values from the calculation:
- charge = 0
- ΔE to the lowest compared entry with this formula, charge and spin (eV) = 0.6472
- HOMO energy (Ha) = -0.33408

Last column: natural (NBO) charge in e.
Positions of all 16 atoms, in Å:
C 2.13997 2.55681 -1.60039  -0.64
C 1.12936 2.39175 -0.49437  -0.06
O 1.65028 1.82655 0.68776  -0.72
H 2.29336 1.64684 -2.17061  0.20
H 1.80570 3.31573 -2.32129  0.22
H 3.10370 2.89029 -1.22609  0.21
H 0.25872 1.84484 -0.87589  0.15
H 0.74875 3.37072 -0.23121  0.17
H 2.38245 1.23743 0.49503  0.47
C -2.98808 -3.15896 0.51792  -0.77
S -1.55893 -4.00434 1.19938  0.09
S -0.97089 -2.88547 2.77954  -0.13
H -3.91246 -3.61100 0.87845  0.22
H -2.96075 -3.25375 -0.56334  0.23
H -3.05160 -2.09353 0.72821  0.24
H -0.06958 -2.07390 2.19691  0.12

Forces on the atoms, in the same order (eV/Å):
C 0.099 0.299 -0.586
C -0.221 0.271 -0.364
O -0.083 -0.124 0.351
H 0.072 -0.291 0.003
H -0.015 -0.175 0.173
H 0.107 0.078 0.185
H 0.091 -0.262 0.160
H -0.041 0.263 0.288
H -0.011 -0.071 -0.208
C -0.786 0.223 -0.146
S 0.267 -0.168 -0.260
S 0.018 0.214 0.434
H 0.068 -0.052 0.015
H 0.088 -0.162 -0.151
H 0.404 -0.012 0.223
H -0.058 -0.031 -0.115

***

# C5H8OS

C5H8OS in the gas phase at a distorted geometry (wB97M-V/def2-TZVPD, the Open Molecules 2025 dataset).

Values from the calculation:
- charge = 0
- ΔE to the lowest compared entry with this formula, charge and spin (eV) = 3.7354
- HOMO energy (Ha) = -0.32378

Last column: natural (NBO) charge in e.
Positions of all 15 atoms, in Å:
C 0.63912 1.56913 -0.20005  -0.60
C -0.62434 1.11247 -0.66927  -0.23
C -0.14892 -2.13090 -0.00657  -0.39
C 0.55979 -1.09594 0.47076  -0.38
C -1.58098 0.67510 0.20392  -0.36
O 2.97633 0.00874 0.15946  -0.96
S 1.71815 -0.03711 -0.57492  1.20
H 1.01684 2.39875 -0.80039  0.24
H 0.60518 1.68480 0.95253  0.23
H -0.73505 0.79204 -1.77462  0.21
H -0.94291 -2.52849 0.79286  0.21
H -0.28473 -2.39880 -1.06603  0.22
H 0.64290 -0.73872 1.46952  0.21
H -1.40315 0.62484 1.19684  0.18
H -2.43822 0.06410 -0.15402  0.20

Forces on the atoms, in the same order (eV/Å):
C 1.493 -0.796 1.552
C -3.848 -1.882 -0.634
C -1.712 0.716 2.475
C 0.966 -0.567 -2.487
C 0.045 -0.306 -4.989
O 0.987 0.206 0.567
S -2.034 -0.076 0.343
H 0.498 -0.068 0.507
H 0.509 0.218 -1.986
H 0.077 1.049 1.746
H 1.947 0.279 -2.022
H 0.370 0.128 0.695
H -0.237 -0.163 0.873
H 0.371 0.478 3.180
H 0.568 0.785 0.181

***

# C5H15N2O

A molecular structure, C5H15N2O at a distorted geometry (wB97M-V/def2-TZVPD, the Open Molecules 2025 dataset).

Values from the calculation:
- charge = 0
- ΔE to the lowest compared entry with this formula, charge and spin (eV) = 4.1737
- HOMO energy (alpha / beta) (Ha) = -0.32361 / -0.32123
- ⟨S²⟩ = 0.753
- multiplicity = 2

Last column: natural (NBO) charge in e.
Positions of all 23 atoms, in Å:
C 1.85351 -0.33587 -0.33343  -0.09
O 2.50128 -1.61106 -0.12480  -0.74
C 0.63257 -0.15168 0.63247  -0.04
C -0.09154 1.26594 0.42062  -0.41
C -1.57140 0.91881 0.67994  -0.41
C -2.17744 0.39729 -0.59256  -0.20
N -1.36433 -0.46116 -1.39933  -0.79
N 1.22117 -0.14266 2.03388  -0.86
H 1.31877 -0.44747 -1.29240  0.16
H 2.55050 0.50594 -0.42657  0.17
H 2.97794 -1.82509 -0.96107  0.47
H -0.06106 -0.94281 0.43446  0.19
H 0.06963 1.61752 -0.61452  0.21
H 0.31533 1.99363 1.12156  0.22
H -1.66316 0.05185 1.37148  0.20
H -2.13078 1.75008 1.09740  0.21
H -2.47001 1.29215 -1.17530  0.19
H -0.66535 -1.20271 -1.39884  0.15
H -3.13620 -0.05815 -0.28256  0.17
H -1.62016 -0.22295 -2.30693  0.37
H -0.07943 -1.73307 -1.30481  0.12
H 1.57235 -1.12322 2.36634  0.37
H 2.01780 0.46469 2.05498  0.35

Forces on the atoms, in the same order (eV/Å):
C -2.023 -1.002 -1.332
O 0.465 0.519 -0.494
C 3.952 2.450 0.938
C 0.246 -2.099 0.262
C 0.873 -0.506 0.394
C -1.528 0.536 1.293
N -3.097 3.621 -0.668
N -1.121 -2.922 0.459
H 0.568 0.520 -0.259
H -0.104 -0.080 0.549
H -0.560 0.230 1.063
H -0.095 -0.484 0.646
H -0.177 -0.094 0.417
H 0.005 -0.113 0.027
H 0.416 0.900 0.221
H -0.257 0.045 -0.103
H 0.339 -0.520 -0.315
H -1.336 0.685 0.421
H 0.113 -0.099 -0.336
H 0.215 -0.466 -2.129
H 3.633 -3.791 0.264
H -0.885 2.405 -1.186
H 0.358 0.264 -0.132

***

# CH7N3O

2 unconnected molecules or ions with the total composition CH7N3O at a distorted geometry (wB97M-V/def2-TZVPD, the Open Molecules 2025 dataset).

Values from the calculation:
- charge = 0
- ΔE to the lowest compared entry with this formula, charge and spin (eV) = 1.5561
- HOMO energy (Ha) = -0.31540

Last column: natural (NBO) charge in e.
Positions of all 12 atoms, in Å:
N 0.52816 -0.55617 0.85614  -0.95
C -0.16590 -0.71579 -0.20613  0.67
N 0.04113 -1.72856 -1.12509  -0.82
N -1.14204 0.17963 -0.61281  -0.84
H 1.52258 -0.37510 0.78501  0.40
H 0.31482 -2.59936 -0.69903  0.40
H -0.72848 -1.86505 -1.76442  0.38
H -1.12510 0.45176 -1.58207  0.39
H -1.20496 0.94249 0.04692  0.41
O 0.42200 2.25720 1.13842  -0.99
H 0.51616 1.31365 1.40487  0.49
H 1.02163 2.69530 1.75821  0.46

Forces on the atoms, in the same order (eV/Å):
N -0.296 0.953 0.676
C 0.934 0.406 -1.186
N -0.400 -0.110 0.038
N -0.275 -0.328 1.011
H -0.129 -1.171 -0.040
H 0.353 0.093 -0.006
H 0.038 -0.030 -0.063
H -0.167 -0.155 -0.017
H 0.098 0.271 -0.337
O 0.466 -0.136 0.653
H -0.359 -0.016 -0.486
H -0.264 0.222 -0.242